Arrangement w

The following is a DFT calculation (ωB97M-V/def2-TZVPD) of C24H27N3O4 in the gas phase.

Last column: Mulliken charge in e.
Positions of all 58 atoms, in Å:
1 C -0.82442 -0.26585 -6.02328  -0.894
2 O -1.99877 0.02842 -5.30747  -0.449
3 C -1.98628 -0.12805 -3.95899  0.591
4 C -0.91701 -0.56048 -3.21345  -0.277
5 C -1.01356 -0.68608 -1.81674  0.034
6 C 0.07419 -1.09694 -0.99799  0.722
7 C -0.02191 -1.18679 0.35421  -0.931
8 C 1.16125 -1.58843 1.20187  -0.215
9 N 1.53321 -0.66551 2.26011  0.217
10 C 1.78380 0.67273 2.09117  0.740
11 O 2.14978 1.38118 3.00871  -0.751
12 N 1.60825 1.14023 0.80664  0.045
13 C 1.61713 2.45997 0.36118  0.486
14 C 2.10406 3.52396 1.11533  -0.399
15 C 2.09492 4.80171 0.58763  -0.640
16 C 1.61156 5.04153 -0.68755  -0.429
17 C 1.12640 3.98517 -1.44022  -0.670
18 C 1.12728 2.70484 -0.92278  -0.324
19 C 1.88804 -1.23631 3.55444  -0.298
20 C 2.94957 -2.35638 3.45760  -0.994
21 C 2.23817 -3.64541 3.86925  -0.528
22 C 1.21071 -3.16642 4.89078  -0.759
23 C 0.69329 -1.85338 4.30515  -0.426
24 C -1.29850 -0.93380 1.01465  -0.137
25 O -1.53408 -1.09072 2.19789  -0.741
26 N -2.30403 -0.49992 0.17265  0.030
27 C -2.22230 -0.36300 -1.18350  -1.027
28 C -3.31446 0.07743 -1.93658  -0.380
29 C -3.21319 0.19840 -3.30684  0.966
30 O -4.20206 0.61048 -4.12797  -0.448
31 C -5.44647 0.95771 -3.56920  -0.929
32 H -0.53584 -1.31592 -5.90873  0.342
33 H 0.00685 0.37612 -5.71389  0.361
34 H -1.06108 -0.06965 -7.06743  0.238
35 H 0.02170 -0.81073 -3.68090  0.532
36 H 1.01342 -1.32554 -1.48806  0.338
37 H 2.01568 -1.77564 0.53257  0.173
38 H 0.90616 -2.52690 1.69960  0.228
39 H 1.25762 0.48886 0.12288  -0.021
40 H 2.47514 3.33835 2.10874  0.476
41 H 2.47420 5.62000 1.18196  0.373
42 H 1.61105 6.04242 -1.09267  0.380
43 H 0.74248 4.15799 -2.43557  0.386
44 H 0.74039 1.88318 -1.51272  0.327
45 H 2.28990 -0.39237 4.11853  0.659
46 H 3.39026 -2.41778 2.46379  0.345
47 H 3.75415 -2.14562 4.16227  0.347
48 H 1.73290 -4.10210 3.01559  0.220
49 H 2.92722 -4.38142 4.28249  0.421
50 H 0.41279 -3.88967 5.05363  0.405
51 H 1.70629 -2.98147 5.84525  0.281
52 H -0.12897 -2.03109 3.61452  0.013
53 H 0.32428 -1.17961 5.07545  0.377
54 H -3.18619 -0.29946 0.62931  0.217
55 H -4.23180 0.31916 -1.42398  0.442
56 H -6.07108 1.25613 -4.40913  0.237
57 H -5.90875 0.10671 -3.05889  0.354
58 H -5.35335 1.79574 -2.87133  0.359

E_LUMO ... 0.07 eV
HOMO energy ... -0.29252 Eh
Net charge ... 0
Multiplicity ... 1
SMILES ... COc1cc2cc(CN(C(=O)Nc3ccccc3)C3CCCC3)c(=O)[nH]c2cc1OC

---

Arrangement x

The following is a DFT calculation (ωB97M-V/def2-TZVPD) of C24H27N3O4 in the gas phase.

Last column: Mulliken charge in e.
Positions of all 58 atoms, in Å:
1 C -6.36336 -2.06309 0.28793  -0.898
2 O -6.19576 -0.73257 -0.13701  -0.443
3 C -4.97384 -0.16033 0.00748  0.630
4 C -3.86511 -0.76573 0.54655  -0.464
5 C -2.64205 -0.07978 0.64788  0.218
6 C -1.46742 -0.66505 1.19545  -0.080
7 C -0.29013 0.00452 1.26734  0.793
8 C 0.97782 -0.63331 1.78418  -2.442
9 N 1.71532 -1.30631 0.73071  0.516
10 C 2.83422 -0.79510 0.10782  0.320
11 O 3.51665 -1.48227 -0.62792  -0.679
12 N 3.10351 0.52008 0.39143  0.217
13 C 4.23448 1.23504 0.00113  0.491
14 C 5.42655 0.63317 -0.39284  -0.318
15 C 6.51715 1.41651 -0.72314  -0.678
16 C 6.44420 2.79739 -0.66171  -0.435
17 C 5.26088 3.39870 -0.26435  -0.596
18 C 4.16459 2.62742 0.06540  -0.481
19 C 1.22312 -2.61684 0.32961  -0.161
20 C 2.23915 -3.76972 0.51706  -1.107
21 C 2.39708 -4.40650 -0.86459  -0.540
22 C 1.06592 -4.12158 -1.55377  -0.747
23 C 0.79134 -2.67840 -1.14707  -0.718
24 C -0.21183 1.38071 0.80772  0.516
25 O 0.79071 2.08655 0.86379  -0.852
26 N -1.37382 1.90321 0.29866  0.004
27 C -2.56592 1.24334 0.18959  -1.171
28 C -3.69029 1.86755 -0.35822  -0.351
29 C -4.88600 1.18714 -0.45574  0.964
30 O -6.02964 1.68977 -0.96662  -0.446
31 C -6.03153 3.01038 -1.45396  -0.920
32 H -7.40173 -2.30986 0.07429  0.233
33 H -6.17983 -2.16818 1.36220  0.349
34 H -5.70816 -2.74625 -0.26218  0.359
35 H -3.90536 -1.78238 0.90231  0.494
36 H -1.53765 -1.67900 1.56426  0.476
37 H 0.72520 -1.37456 2.55040  0.558
38 H 1.61081 0.12596 2.24712  0.641
39 H 2.33189 1.12172 0.67486  0.154
40 H 5.48810 -0.44037 -0.45062  0.412
41 H 7.43651 0.93886 -1.03026  0.364
42 H 7.30142 3.40133 -0.92091  0.378
43 H 5.19212 4.47608 -0.21168  0.362
44 H 3.23962 3.09222 0.37551  0.419
45 H 0.35220 -2.81488 0.95779  0.451
46 H 3.18719 -3.39423 0.89271  0.261
47 H 1.84684 -4.49378 1.23325  0.380
48 H 3.19448 -3.89460 -1.40085  0.186
49 H 2.62744 -5.46959 -0.80854  0.442
50 H 1.11637 -4.24681 -2.63415  0.420
51 H 0.28663 -4.78051 -1.16301  0.271
52 H 1.42576 -2.01316 -1.73041  0.258
53 H -0.24923 -2.37932 -1.27979  0.369
54 H -1.31732 2.86444 -0.01835  0.246
55 H -3.60129 2.88593 -0.70166  0.430
56 H -5.79634 3.73033 -0.66366  0.354
57 H -5.32665 3.13354 -2.28226  0.355
58 H -7.04349 3.18812 -1.81306  0.236

E_LUMO ... 0.06 eV
HOMO energy ... -0.28183 Eh
Net charge ... 0
Multiplicity ... 1
SMILES ... COc1cc2cc(CN(C(=O)Nc3ccccc3)C3CCCC3)c(=O)[nH]c2cc1OC

---

Quick one: most stable of them? arrangement x

---

Arrangement w

The following is a DFT calculation (ωB97M-V/def2-TZVPD) of C4H9NO2 in the gas phase.

Last column: Mulliken charge in e.
Positions of all 16 atoms, in Å:
1 C -1.68626 -0.94560 -1.18576  -0.861
2 N -0.56161 -0.02534 -1.20580  -0.397
3 C 0.52340 -0.44802 -0.43099  -0.187
4 O 1.73450 0.25589 -0.67422  -0.451
5 C 1.77954 0.77474 0.65857  -0.495
6 C 0.39742 0.25421 1.00995  -0.142
7 O -0.59768 1.26535 1.02355  -0.582
8 H -2.03852 -1.20945 -0.17429  0.301
9 H -2.51221 -0.47648 -1.72308  0.329
10 H -1.41754 -1.86905 -1.71074  0.306
11 H -0.82006 0.86238 -0.75474  0.359
12 H 0.66633 -1.54416 -0.43091  0.409
13 H 2.57069 0.31358 1.25129  0.254
14 H 1.89991 1.86468 0.63381  0.330
15 H 0.20264 -0.47511 1.79700  0.476
16 H -0.14056 1.40237 1.91636  0.352

E_LUMO ... 0.72 eV
HOMO energy ... -0.32642 Eh
Net charge ... 0
Multiplicity ... 1
SMILES ... CN[C@H]1OC[C@H]1O

---

Arrangement x

The following is a DFT calculation (ωB97M-V/def2-TZVPD) of C4H9NO2 in the gas phase.

Last column: Mulliken charge in e.
Positions of all 16 atoms, in Å:
1 C -1.55322 1.01448 -1.38476  -0.922
2 N -1.01943 0.19558 -0.31109  -0.142
3 C -0.23124 0.75312 0.61499  -0.261
4 O 0.08159 0.09190 1.75567  -0.377
5 C 0.87381 -1.06292 1.45461  -0.317
6 C 1.45864 -0.83734 0.02008  -0.132
7 O 0.82674 -1.42699 -0.92375  -0.710
8 H -0.83151 1.15016 -2.19717  0.313
9 H -2.43584 0.51422 -1.78866  0.294
10 H -1.84520 1.99420 -0.99490  0.356
11 H -0.31523 1.83263 0.75044  0.381
12 H 1.61366 -1.16431 2.24989  0.318
13 H 0.24734 -1.95681 1.41733  0.235
14 H 1.17953 0.43876 0.02429  0.121
15 H 2.56264 -0.80708 -0.04644  0.413
16 H -0.61229 -0.72960 -0.64053  0.429

E_LUMO ... 0.59 eV
HOMO energy ... -0.32944 Eh
Net charge ... 0
Multiplicity ... 1

---

Arrangement y

The following is a DFT calculation (ωB97M-V/def2-TZVPD) of 2 unconnected molecules or ions with the total composition C4H9NO2.

Last column: Mulliken charge in e.
Positions of all 16 atoms, in Å:
1 C 2.34407 -0.03432 0.67225  -0.830
2 N 0.98898 0.34629 0.29434  -0.042
3 C 0.47812 0.05287 -0.87676  -0.186
4 C -0.53573 0.89553 -1.62880  0.645
5 O 0.33964 1.72450 -1.99680  -0.571
6 O -1.71290 0.69897 -1.84205  -0.593
7 C -2.30283 -0.73605 0.75536  -0.917
8 H 2.54528 -1.01320 0.23380  0.291
9 H 2.44098 -0.09434 1.75972  0.298
10 H 3.05031 0.69929 0.26956  0.318
11 H 0.59253 1.13607 0.79134  0.289
12 H -1.23344 -0.89868 0.87345  0.147
13 H 0.94766 -0.78840 -1.39393  0.347
14 H -2.53432 -0.80310 -0.30452  0.243
15 H -2.54594 0.28656 1.05478  0.238
16 H -2.86241 -1.47198 1.33825  0.322

E_LUMO ... 0.23 eV
HOMO energy ... -0.35473 Eh
Net charge ... 0
Multiplicity ... 1

---

Quick one: most stable of them? arrangement y

---

Arrangement w

The following is a DFT calculation (ωB97M-V/def2-TZVPD) of C4H9NO2 in the gas phase.

Last column: Mulliken charge in e.
Positions of all 16 atoms, in Å:
1 O -0.09389 2.11558 0.92466  -0.537
2 C 0.61004 1.16408 1.48940  -0.399
3 C 0.28547 -0.22353 0.73033  0.060
4 C -1.16274 -0.57622 0.77405  -0.925
5 N 0.78200 0.01928 -0.60177  -0.272
6 C 0.50667 -1.06365 -1.54161  -0.330
7 O -0.82924 -1.20912 -1.73345  -0.546
8 H 0.23284 0.99388 2.51331  0.314
9 H 1.68864 1.31955 1.43492  0.322
10 H -1.39949 -1.15683 -0.14315  0.339
11 H -1.82197 0.29263 0.78041  0.314
12 H -1.58679 -1.30770 1.46685  0.366
13 H 0.31127 0.87061 -0.94012  0.288
14 H 0.83383 -2.02216 -1.10599  0.320
15 H 0.95524 -0.79681 -2.51048  0.318
16 H 0.95497 -1.05392 0.99013  0.368

E_LUMO ... -3.86 eV
HOMO energy ... -0.32777 Eh
Net charge ... 0
Multiplicity ... 1

---

Arrangement x

The following is a DFT calculation (ωB97M-V/def2-TZVPD) of C4H9NO2 in the gas phase.

Last column: Mulliken charge in e.
Positions of all 16 atoms, in Å:
1 C -2.71246 -0.18605 0.31615  -0.906
2 C -1.28533 0.07436 0.41701  0.223
3 N -0.39845 -0.04606 -0.46106  -0.735
4 C 1.03904 0.17380 -0.10540  1.245
5 C 1.97858 -0.75256 -0.95578  -1.472
6 O 1.30944 1.56180 -0.25854  -0.613
7 O 1.42750 -0.12430 1.23985  -0.558
8 H -2.88296 -1.24028 0.31166  0.273
9 H -3.10912 0.30206 -0.70347  0.231
10 H -3.19948 0.24687 1.14962  0.322
11 H -0.94350 0.38324 1.42341  0.271
12 H 2.46417 -1.53646 -0.31491  0.319
13 H 2.85814 -0.30766 -1.38943  0.327
14 H 1.38191 -1.18158 -1.65863  0.410
15 H 0.47690 1.93661 -0.67060  0.361
16 H 1.59564 0.69619 1.66014  0.301

E_LUMO ... 0.85 eV
HOMO energy ... -0.36285 Eh
Net charge ... 0
Multiplicity ... 1
SMILES ... C/C=N/C(C)(O)O

---

Arrangement y

The following is a DFT calculation (ωB97M-V/def2-TZVPD) of C4H9NO2 in the gas phase.

Last column: Mulliken charge in e.
Positions of all 16 atoms, in Å:
1 C -1.21690 1.30567 -0.28702  -1.486
2 C -0.33732 0.33013 0.50240  0.534
3 C -0.77550 -1.11707 0.19733  -0.794
4 O -0.21981 -2.08333 1.04884  -0.535
5 N 1.08082 0.65995 0.11202  -0.223
6 C 2.00868 -0.20446 -0.43431  0.131
7 O 2.39597 -1.26223 0.00985  -0.564
8 H -0.85514 2.32976 -0.14476  0.395
9 H -2.25993 1.25981 0.03568  0.391
10 H -1.16595 1.07685 -1.35973  0.358
11 H -0.49251 0.46867 1.57970  0.134
12 H -1.86325 -1.17360 0.35581  0.369
13 H -0.60510 -1.35367 -0.86857  0.360
14 H 0.74262 -2.06231 0.92548  0.378
15 H 1.17971 1.55375 -0.31384  0.266
16 H 2.38360 0.27209 -1.35888  0.286

E_LUMO ... 0.75 eV
HOMO energy ... -0.36562 Eh
Net charge ... 0
Multiplicity ... 1
SMILES ... C[C@@H](CO)NC=O

---

Quick one: most stable of them? arrangement y

---

Arrangement w

The following is a DFT calculation (ωB97M-V/def2-TZVPD) of C2H6N2 in the gas phase.

Last column: Mulliken charge in e.
Positions of all 10 atoms, in Å:
1 H -0.63309 1.00167 1.24118  0.241
2 N -0.77368 0.09168 1.57028  -0.715
3 C -0.26110 -0.79470 0.77913  0.046
4 N 0.13707 -0.71763 -0.42908  -0.137
5 C 0.34724 0.63060 -0.85420  -1.058
6 H -0.26587 -1.77535 1.20575  0.339
7 H 0.19903 -1.79936 -0.81223  0.336
8 H 0.96141 0.78289 -1.81841  0.279
9 H -0.59834 1.24306 -0.78864  0.356
10 H 0.88734 1.33713 -0.09378  0.313

E_LUMO ... 0.75 eV
HOMO energy ... -0.32722 Eh
Net charge ... 0
Multiplicity ... 1
SMILES ... [H]/N=C\NC

---

Arrangement x

The following is a DFT calculation (ωB97M-V/def2-TZVPD) of a molecular structure, C2H6N2.

Last column: Mulliken charge in e.
Positions of all 10 atoms, in Å:
1 C -1.39041 -0.09953 0.33038  -0.698
2 N -0.42484 0.92834 -0.12784  -0.426
3 C 0.86260 0.25181 -0.26087  -0.009
4 N 1.11625 -1.00496 -0.01798  -0.622
5 H -2.33938 0.39114 0.54916  0.282
6 H -0.96569 -0.41104 1.30447  0.269
7 H -1.43606 -1.02883 -0.24294  0.295
8 H 0.48250 0.89566 0.72775  0.248
9 H 1.48648 0.78155 -0.97306  0.433
10 H 1.68146 -1.38938 -0.76551  0.228

E_LUMO ... 0.36 eV
HOMO energy ... -0.33505 Eh
Net charge ... 0
Multiplicity ... 1

---

Quick one: most stable of them? arrangement w